1.
The following is a quantum chemistry calculation of a cluster of 4 separate species, C14H21F9O8P2S2 in total, from the Open Molecules 2025 dataset.

The geometry in XYZ format:
```
56
Properties=species:S:1:pos:R:3:lowdin_charge:R:1
O -4.23248 -0.85720 1.03218 -0.0562
C -4.52469 0.37151 1.50782 -0.1124
O -4.57845 1.59608 0.64201 -0.1985
C -3.18687 1.89370 0.26830 -0.6670
P -2.77248 1.34847 -1.54297 0.3025
S -3.84977 -0.13915 -2.18518 0.1469
P -2.74711 3.77608 0.35495 0.3489
S -2.31439 4.23649 2.23590 0.0481
H -4.69668 0.42959 2.68380 0.1804
H -2.44059 1.30259 0.97624 0.1251
H -1.35013 1.00711 -1.53745 -0.0109
H -2.98952 2.44642 -2.49511 -0.0107
H -3.84913 4.63426 -0.03082 -0.0004
H -1.57572 3.93921 -0.51407 -0.0083
C 4.00355 3.53140 3.81174 -0.0627
C 2.51924 3.81260 3.66466 -0.2033
O 2.11391 3.69100 2.29181 0.0144
C 1.91008 2.41456 1.83396 -0.2958
O 2.05864 1.40832 2.52312 0.1003
C 1.43970 2.43266 0.38101 -0.4558
F 2.18095 3.26835 -0.40234 0.1489
F 0.14668 2.85225 0.26552 0.0605
F 1.49667 1.20801 -0.21393 0.1405
H 4.58492 4.17755 3.14604 0.0848
H 4.32879 3.69802 4.84233 0.0847
H 4.24041 2.49874 3.53776 0.0760
H 2.31125 4.84314 3.96673 0.1286
H 1.91680 3.16031 4.30704 0.1293
C 1.35206 -1.01044 3.05328 -0.0770
C 1.35987 -2.46666 2.62518 -0.1968
O 2.22012 -3.24063 3.47648 0.0116
C 1.69657 -3.60761 4.68962 -0.3248
O 0.56568 -3.30887 5.06562 0.1413
C 2.69385 -4.46140 5.47008 -0.4717
F 3.95371 -3.93779 5.46399 0.1382
F 2.80397 -5.72038 4.95613 0.1415
F 2.35478 -4.61416 6.78107 0.1400
H 2.37216 -0.61432 3.08705 0.0756
H 0.75887 -0.40668 2.36101 0.0717
H 0.93360 -0.89483 4.05781 0.0849
H 1.76167 -2.54683 1.61095 0.1272
H 0.34905 -2.88969 2.60609 0.1273
C -2.22240 -2.12023 -8.22669 -0.0657
C -1.73239 -3.14807 -7.22304 -0.2096
O -0.59350 -2.65026 -6.50270 0.0082
C -0.86199 -1.78430 -5.47387 -0.3231
O -1.99424 -1.42701 -5.15780 0.1251
C 0.42763 -1.37168 -4.76729 -0.4695
F 1.41706 -1.02141 -5.63895 0.1397
F 0.93699 -2.37829 -4.00010 0.1431
F 0.26275 -0.30537 -3.93496 0.1289
H -1.40856 -1.81454 -8.89217 0.0834
H -3.04032 -2.52607 -8.82833 0.0830
H -2.57890 -1.21521 -7.72528 0.0767
H -1.40467 -4.04759 -7.75218 0.1255
H -2.52698 -3.45176 -6.53204 0.1277
```

Results
structure (SMILES)	O=COC([PH2]=S)[PH2]=S.CCOC(=O)C(F)(F)F.CCOC(=O)C(F)(F)F.CCOC(=O)C(F)(F)F
HOMO	-8.5	eV
orbital gap	0.299	hartree

***

2.
The following is a quantum chemistry calculation of a structure of composition C3H8O, from the Open Molecules 2025 dataset.

The geometry in XYZ format:
```
12
Properties=species:S:1:pos:R:3:lowdin_charge:R:1
C -1.08923 -0.54741 0.48942 -0.0554
C -0.06253 0.32991 -0.16709 -0.6089
C 1.37701 -0.08175 -0.04512 -0.0545
O -0.27962 1.70282 0.02477 -0.0917
H -2.09260 -0.16307 0.28207 0.0865
H -0.98208 -1.55953 0.09160 0.0833
H -0.94564 -0.56069 1.57409 0.0904
H -0.32223 0.22813 -1.42921 0.1789
H 1.47795 -1.09566 -0.43915 0.0829
H 2.00735 0.60938 -0.61278 0.0863
H 1.70028 -0.05945 1.00071 0.0908
H -0.44738 1.38446 -0.99006 0.1116
```

Results
energy above the lowest of the compared OMol25 structures with the same formula, charge and spin	54.80	kcal per mole
HOMO	-10.1	eV
orbital gap	0.405	hartree

***

3.
The following is a quantum chemistry calculation of the molecule C9H21BNOPS, from the Open Molecules 2025 dataset.

The geometry in XYZ format:
```
35
Properties=species:S:1:pos:R:3:lowdin_charge:R:1
C 5.76189 -0.54385 -0.66988 -0.1794
C 4.43790 -0.15672 0.25929 -0.5518
S 2.81504 -0.55216 -0.60431 0.7326
C 1.44382 0.18616 0.49169 -0.4391
B -0.07546 -0.08720 -0.16719 -0.6176
N -0.53480 -1.52196 -0.17359 -0.0812
C -1.24204 -1.94836 -1.42802 -0.1005
C -1.20637 -1.96757 1.09636 -0.2772
C -2.13090 -1.08183 2.11253 -0.0352
O -1.06771 -3.28659 1.41119 -0.0539
P -1.04980 1.43401 -0.86152 0.9362
C -0.34722 3.09168 -0.22559 -0.3489
C -2.88142 1.42397 -0.19437 -0.4330
C -3.82132 0.31964 -0.97151 -0.1826
H 6.47823 -1.27613 -0.09702 0.0770
H 5.34092 -1.00840 -1.67039 0.0642
H 6.38686 0.41753 -0.97543 0.0811
H 4.41405 0.98847 0.52185 0.0759
H 4.48577 -0.73578 1.29258 0.0845
H 1.66612 1.32028 0.67294 0.0501
H 1.48161 -0.45651 1.49524 0.0970
H -2.03033 -2.78463 -1.12996 0.1203
H -1.68938 -1.09386 -2.08663 0.0629
H -0.43667 -2.50390 -2.10831 0.1138
H -1.77561 0.01580 2.30058 0.0820
H -2.07469 -1.62450 3.17482 0.1078
H -3.25760 -1.16914 1.77365 0.0963
H 0.31464 3.02664 0.73540 0.0385
H -1.27617 3.78279 0.06440 0.0555
H 0.23278 3.70233 -1.06998 0.0617
H -2.91757 1.36725 0.97359 0.0630
H -3.31607 2.49136 -0.50456 0.0857
H -3.41708 0.23770 -2.08310 0.0756
H -4.93625 0.68258 -0.97745 0.0800
H -3.77515 -0.68910 -0.37728 0.0588
```

Results
structure (SMILES)	CCSCB(N(C)C(C)=O)P(C)CC
HOMO	-8.2	eV
orbital gap	0.293	hartree

***

4.
The following is a quantum chemistry calculation of a structure of composition C6H17LiO5, from the Open Molecules 2025 dataset.

The geometry in XYZ format:
```
29
Properties=species:S:1:pos:R:3:lowdin_charge:R:1
Li -2.84974 12.38989 18.00937 0.7539
C -3.62172 8.28364 19.83265 -0.1412
C -2.77309 8.43129 18.55693 -0.5477
O -3.18086 9.41664 17.64639 -0.4408
H -3.13789 7.65616 20.58116 0.0476
H -4.55190 7.75363 19.62781 0.0498
H -3.89025 9.25223 20.25436 0.0436
H -2.71798 7.45885 18.06759 0.0753
H -1.77539 8.68103 18.91797 0.0575
C 0.37490 13.12912 18.82415 -0.1987
C -0.23362 13.28412 20.27845 -0.2254
O -1.45158 12.58309 20.26207 -0.0879
O -0.52709 13.79941 17.92613 -0.0905
H 0.51445 12.05877 18.67263 0.1229
H 1.37190 13.56906 18.80035 0.1166
H -0.38161 14.34218 20.49455 0.1157
H 0.41409 12.86184 21.04674 0.1210
H -1.89785 12.70217 21.10365 0.0977
H -0.16249 13.72671 17.04104 0.0902
C -4.67812 16.78918 17.67578 -0.2529
C -5.06091 15.48648 18.45334 -0.1694
O -5.03909 14.29955 17.56247 -0.1068
O -5.66010 17.26002 16.75571 -0.0427
H -3.68349 16.60172 17.27124 0.1155
H -4.54355 17.61425 18.37524 0.1157
H -6.07411 15.66727 18.81227 0.1127
H -4.43385 15.25544 19.31445 0.1129
H -5.45222 14.45669 16.71028 0.0752
H -5.14409 17.02986 15.97959 0.0803
```

Results
energy above the lowest of the compared OMol25 structures with the same formula, charge and spin	0.00	kcal per mole
HOMO	-5.7	eV
orbital gap	0.194	hartree

***

5.
The following is a quantum chemistry calculation of the molecule C18H23FN6O4, from the Open Molecules 2025 dataset.

The geometry in XYZ format:
```
52
Properties=species:S:1:pos:R:3:lowdin_charge:R:1
C -2.32072 -0.34718 -4.48087 -0.0073
C -1.93081 0.93091 -3.82227 -0.3798
N -1.69266 2.06295 -4.44310 0.0927
C -1.39419 2.97448 -3.45815 -0.1486
C -1.45366 2.38630 -2.23275 -0.0758
N -1.79113 1.07075 -2.47211 -0.0105
C -1.95756 0.04473 -1.44806 -0.2369
C -3.24070 0.23158 -0.66158 -0.0239
C -0.71797 0.10072 -0.53889 -0.4569
O -0.75940 0.58690 0.57580 0.0710
N 0.40521 -0.37908 -1.11667 0.0910
C 1.72779 -0.12915 -0.56778 -0.1318
C 2.71053 0.34443 -1.64335 -0.2646
C 2.22846 1.64391 -2.32324 -0.1361
C 2.51519 1.63031 -3.82024 -0.1630
C 1.79154 0.47187 -4.49994 -0.1088
N 1.86474 -0.75284 -3.64788 -0.0534
C 1.61569 -1.94108 -4.31826 -0.3741
O 0.52484 -2.25100 -4.73464 0.1355
C 2.76494 -2.91300 -4.47928 -0.1164
N 3.86486 -2.41763 -5.06176 0.2133
C 4.83188 -3.28217 -5.28316 -0.4384
O 5.92788 -2.79848 -5.87930 0.1093
N 4.83826 -4.57792 -4.96591 0.2092
C 3.75885 -5.05190 -4.37647 -0.3071
O 3.71352 -6.33570 -4.02761 0.1373
C 2.66104 -4.22982 -4.11162 -0.1463
F 1.58270 -4.72498 -3.50083 0.1210
C 2.98552 -0.73160 -2.69811 -0.1315
H -2.42834 -0.15348 -5.54514 0.0856
H -1.56374 -1.12304 -4.35502 0.0532
H -3.27312 -0.72061 -4.09890 0.0813
H -1.16024 4.00001 -3.69160 0.0931
H -1.28939 2.75599 -1.23448 0.1235
H -1.96356 -0.91605 -1.96582 0.1451
H -3.35012 -0.55986 0.07878 0.0894
H -3.22233 1.18298 -0.13325 0.0842
H -4.09658 0.21212 -1.33610 0.0848
H 0.36299 -0.66677 -2.08582 0.1217
H 1.61543 0.63046 0.20659 0.1253
H 2.11680 -1.02976 -0.08216 0.1240
H 3.65994 0.52842 -1.13265 0.1422
H 1.14971 1.75239 -2.18704 0.0933
H 2.69299 2.51064 -1.85187 0.1188
H 2.17243 2.55636 -4.28373 0.1181
H 3.59103 1.56870 -3.99980 0.1135
H 0.74220 0.73008 -4.65085 0.1070
H 2.23688 0.26231 -5.47576 0.1274
H 6.55077 -3.52915 -5.98258 0.1170
H 4.55214 -6.73875 -4.29406 0.1298
H 3.93796 -0.55073 -3.20330 0.1202
H 3.05205 -1.70973 -2.21640 0.1322
```

Results
structure (SMILES)	Cc1nccn1[C@H](C)C(=O)NC[C@@H]1CCCN(C(=O)c2nc(O)nc(O)c2F)C1
energy above the lowest of the compared OMol25 structures with the same formula, charge and spin	13.85	kcal per mole
HOMO	-8.5	eV
orbital gap	0.306	hartree